Computed, not measured: a molecular structure, C28H46NO2Si2 at a distorted geometry, with ωB97M-V/def2-TZVPD.

```
79
Properties=species:S:1:pos:R:3:forces:R:3
C 5.3005 -3.0226 0.6806 0.1 0.0 0.1
C 4.1057 -2.5375 1.5113 -0.7 0.7 -0.6
C 3.3415 -3.7582 2.0356 0.1 -0.1 0.1
C 4.5727 -1.6662 2.6817 0.1 -0.1 0.2
Si 2.9679 -1.4457 0.3808 0.4 -1.1 1.6
C 3.8701 0.0143 -0.2865 0.3 0.3 -0.6
C 2.2345 -2.5719 -0.9043 -0.2 0.1 -0.7
O 1.7721 -0.7988 1.4654 0.4 -0.1 -1.2
N 0.9776 -0.1556 0.4446 -0.2 -0.9 1.4
O -0.2275 -0.8524 0.3520 -0.4 -0.6 -0.4
Si -1.1155 -1.6315 1.5950 -0.4 -0.3 -0.9
C -0.0981 -2.9981 2.2939 -0.1 -0.2 0.5
C -1.5616 -0.4149 2.9149 -0.1 0.0 0.7
C -2.7186 -2.3176 0.6936 0.7 0.4 0.1
C -2.7346 -3.8511 0.7815 -0.1 -0.1 -0.1
C -2.7571 -1.9063 -0.7894 -0.2 -0.2 -0.1
C -3.9657 -1.7668 1.4005 -0.1 -0.1 -0.1
C 0.7363 1.1809 0.8147 1.5 2.7 0.0
C -0.6768 1.6048 0.8510 -0.9 0.6 0.1
C 1.7311 2.1160 0.9996 -1.4 -1.9 0.0
H 5.8978 -2.1932 0.2843 -0.1 -0.1 0.1
H 5.9591 -3.6348 1.3132 0.0 0.1 -0.1
H 4.9804 -3.6478 -0.1626 0.1 0.1 0.1
H 2.4936 -3.4825 2.6725 0.2 0.0 -0.1
H 2.9691 -4.3900 1.2194 0.1 0.1 0.1
H 4.0218 -4.3740 2.6412 -0.1 0.0 -0.1
H 3.7287 -1.3031 3.2831 0.1 -0.1 -0.1
H 5.2198 -2.2578 3.3431 0.0 0.1 0.0
H 5.1519 -0.7989 2.3420 -0.1 -0.1 0.1
H 4.6579 -0.3068 -0.9821 -0.1 0.1 0.1
H 3.1659 0.6495 -0.8387 0.2 -0.1 0.0
H 4.3358 0.6312 0.4902 0.0 -0.2 -0.1
H 3.0256 -2.9186 -1.5875 -0.1 0.1 0.2
H 1.7404 -3.4652 -0.5045 0.1 0.3 0.1
H 1.5024 -2.0318 -1.5191 0.1 -0.1 0.1
H -0.7569 -3.6733 2.8602 0.2 0.0 -0.1
H 0.4432 -3.5817 1.5388 -0.2 0.2 0.2
H 0.6165 -2.5547 2.9994 -0.1 -0.2 -0.2
H -1.9244 -0.9705 3.7928 0.1 0.1 -0.1
H -0.6329 0.1095 3.1956 -0.4 -0.1 0.2
H -2.3436 0.3102 2.6397 0.3 -0.4 0.2
H -2.7625 -4.1961 1.8219 0.0 0.0 -0.2
H -3.6343 -4.2428 0.2805 0.2 0.1 0.1
H -1.8604 -4.3031 0.2962 -0.1 0.1 0.1
H -2.7927 -0.8150 -0.9172 0.1 -0.1 0.1
H -1.8943 -2.2937 -1.3473 -0.2 0.1 0.1
H -3.6699 -2.3186 -1.2546 0.2 0.1 0.1
H -4.0390 -0.6731 1.3303 0.0 -0.2 0.0
H -4.8714 -2.1887 0.9361 0.2 0.1 0.1
H -3.9833 -2.0412 2.4627 0.0 0.1 -0.2
H -0.7460 2.6733 0.6373 0.2 -0.3 0.2
H -1.3036 1.0341 0.1602 0.1 0.3 0.3
H -1.1398 1.4677 1.8371 0.5 0.2 -0.4
H 1.4661 3.1703 0.9765 0.1 -0.3 0.4
H 2.7393 1.7956 1.2336 -0.1 0.3 -0.4
C -1.2337 2.4172 -1.9323 -1.7 0.8 -1.9
C -2.0813 3.2359 -1.0897 -0.3 0.5 0.8
C -3.2609 2.6874 -0.4951 0.5 0.0 -0.2
C -3.9942 3.4163 0.4346 0.0 -0.3 -0.4
C -3.5989 4.7110 0.7858 0.0 0.0 -0.6
C -2.4988 5.3010 0.1519 0.1 -0.1 0.0
C -1.7239 4.5713 -0.7487 -0.4 -0.4 -0.5
C -0.8500 2.8191 -3.2431 0.3 0.1 0.0
C -0.3125 1.8397 -4.1278 0.0 -0.2 0.0
C -0.1009 2.0934 -5.4737 0.2 0.1 -0.1
C -0.3117 3.3852 -5.9862 -0.1 -0.3 0.6
C -0.8323 4.3771 -5.1370 0.0 0.2 0.3
C -1.1364 4.1053 -3.8077 0.1 -0.1 -0.3
H -1.1634 1.3510 -1.7215 0.2 0.1 0.1
H -3.6035 1.6999 -0.8264 0.2 0.3 0.3
H -4.8996 2.9765 0.8630 0.4 0.2 -0.1
H -4.2119 5.2786 1.4804 0.2 0.0 0.0
H -2.2609 6.3478 0.3426 0.1 -0.4 0.1
H -0.8349 4.9939 -1.2244 -0.3 0.0 0.4
H -0.1085 0.8530 -3.7269 0.0 0.0 0.0
H 0.2497 1.2983 -6.1376 -0.1 0.3 0.3
H -0.0998 3.6061 -7.0377 -0.1 -0.1 0.5
H -1.0014 5.3783 -5.5312 -0.1 -0.3 0.1
H -1.6445 4.8507 -3.2020 0.2 -0.1 -0.2
```
Forces are in eV/Å.

Summary:
charge: +1
E: -1878.43929 Ha
HOMO energy: -10.8 eV
spin multiplicity: 1
frontier orbital gap: 4.80 eV

Löwdin population analysis, charges in e, atoms 1 to 5: -0.10 -0.62 -0.09 -0.10 0.52


Computed, not measured: a molecular structure, C28H47BrN2OP2Tc at a distorted geometry, with ωB97M-V/def2-TZVPD.

```
82
Properties=species:S:1:pos:R:3:forces:R:3
N -5.5017 -1.8175 3.7956 0.0 -0.3 0.1
C -4.3995 -1.1837 4.2003 0.5 1.1 -0.3
C -3.9288 -0.0330 3.5589 -0.3 -0.8 0.4
C -4.6389 0.4182 2.4253 0.6 0.9 -0.6
C -5.8086 -0.2543 2.0100 -0.4 -0.9 0.2
C -6.2048 -1.3721 2.7534 0.3 0.9 -0.3
C -4.0346 1.4531 1.6290 -0.8 -0.6 1.7
Tc 0.4546 0.7610 -0.8445 1.7 1.3 -1.0
P 2.7698 0.4853 -1.5480 1.4 -0.7 -0.3
C -4.3393 1.6016 0.3104 -0.8 0.7 -1.7
C -3.3384 2.1242 -0.5517 0.0 -0.3 0.3
C -3.1460 1.4966 -1.8140 0.0 0.6 0.5
C -1.8837 1.5664 -2.3748 0.3 -0.4 0.2
C -0.8816 2.0277 -1.4896 -0.6 2.5 -1.4
C -1.1257 3.0798 -0.5536 -0.5 -0.4 0.1
C -2.3962 3.0435 -0.0211 0.6 0.3 0.1
Br 1.1978 2.5358 -2.8744 -2.2 0.2 1.3
H -3.2407 2.0583 2.0802 -0.1 -0.5 -0.2
H -5.2532 1.2397 -0.1720 0.4 -0.4 0.4
H -3.0064 0.4547 3.8743 -0.3 0.0 0.0
H -6.3936 0.0383 1.1372 0.2 0.0 0.4
H -3.8528 -1.5655 5.0611 -0.3 -0.2 -0.1
H -7.1082 -1.9039 2.4944 -0.1 -0.2 0.0
H -3.9470 0.9077 -2.2425 0.0 0.2 -0.3
H -2.6772 3.6561 0.8494 0.2 -0.1 -0.7
H -1.6370 1.2664 -3.3920 -0.1 -0.3 0.3
H -0.3596 3.8064 -0.2915 -0.1 -0.3 0.2
P -0.3532 -1.4130 -0.6127 -0.4 -3.4 -0.2
C 3.4477 2.0684 -0.8020 -0.5 -0.2 -0.2
C 4.3516 2.8402 -1.7532 0.4 0.6 -0.3
H 3.9709 1.7819 0.1198 -0.1 -0.2 -0.2
H 2.5908 2.6892 -0.4979 0.2 -0.2 -0.1
H 4.2769 3.9080 -1.5149 0.2 -0.2 -0.1
H 5.4046 2.5430 -1.6563 -0.4 0.1 -0.1
H 4.0520 2.7284 -2.8013 0.1 0.1 0.3
C 2.6639 -0.0388 -3.3557 -1.3 1.0 -0.3
C 3.9099 0.1031 -4.2131 0.5 -0.1 -0.2
H 1.8661 0.5838 -3.8195 0.8 -1.0 0.3
H 2.2680 -1.0679 -3.3598 0.4 0.2 0.3
H 3.5801 0.1546 -5.2582 0.2 -0.1 0.2
H 4.4547 1.0297 -4.0025 0.0 -0.3 -0.1
H 4.5728 -0.7600 -4.0975 0.0 0.3 -0.1
C 3.9994 -0.7194 -0.9677 -0.8 -0.7 0.8
C 5.4439 -0.3261 -1.2507 0.3 0.3 -0.2
H 3.7498 -1.6824 -1.4300 0.1 0.2 0.1
H 3.8187 -0.8204 0.1112 0.3 -0.1 -0.1
H 6.0941 -1.1430 -0.9198 -0.1 0.2 0.0
H 5.6256 -0.1648 -2.3190 0.0 0.0 0.4
H 5.7301 0.5786 -0.7056 0.0 -0.2 -0.1
C 0.5383 -2.6533 0.4370 0.2 0.4 0.6
C 1.9324 -3.1232 0.0251 0.3 0.1 0.0
H -0.1209 -3.5328 0.4713 -0.1 0.4 -0.2
H 0.5654 -2.2337 1.4545 -0.1 -0.3 -0.3
H 2.0824 -4.1590 0.3571 -0.1 0.3 -0.1
H 2.0948 -3.1002 -1.0560 -0.1 -0.1 0.1
H 2.7097 -2.5197 0.4993 -0.1 -0.2 -0.1
C -0.3054 -2.2572 -2.2597 0.4 0.5 -0.1
C -1.3741 -1.8149 -3.2513 -0.1 0.0 -0.3
H -0.3997 -3.3315 -2.0516 0.1 0.2 0.2
H 0.7015 -2.0966 -2.6689 -0.3 -0.2 0.1
H -1.0628 -2.0987 -4.2640 -0.2 0.1 0.2
H -2.3323 -2.3081 -3.0478 0.2 0.2 -0.1
H -1.5273 -0.7312 -3.2277 0.0 -0.3 -0.2
C -2.1256 -1.6503 -0.1082 -0.3 0.8 -0.1
C -2.4106 -2.3462 1.2206 0.1 0.1 0.3
H -2.6093 -2.2104 -0.9206 0.3 0.2 0.0
H -2.5661 -0.6404 -0.1140 -0.1 -0.3 0.0
H -3.4890 -2.5117 1.3090 0.1 0.0 -0.1
H -1.9180 -3.3196 1.3145 -0.2 0.3 0.0
H -2.1227 -1.7136 2.0641 0.1 -0.2 0.0
C 1.5489 -0.2981 3.1962 0.4 -0.6 0.1
N 1.0347 1.0647 3.2827 -0.9 0.5 -2.2
C 0.9970 1.7179 4.5801 -0.2 0.4 0.9
C 0.5516 1.6602 2.1994 0.7 -0.7 1.9
O 0.6810 1.1264 1.0449 0.0 -0.5 -0.1
H 2.0868 -0.5147 4.1227 -0.1 0.0 -0.2
H 2.2454 -0.4106 2.3577 -0.2 0.1 0.1
H 0.7329 -1.0283 3.0786 0.2 0.4 0.2
H 1.1960 2.7808 4.4510 0.1 0.0 0.1
H 0.0136 1.5942 5.0532 0.3 -0.1 -0.1
H 1.7676 1.2653 5.2214 -0.3 0.3 -0.3
H 0.0462 2.6304 2.3259 0.4 -0.2 -0.1
```
Forces are in eV/Å.

Summary:
energy relative to the best compared isomer or geometry (same formula, charge and spin): 1.108 eV
charge: +4
E: -4615.68959 Ha
HOMO energy (alpha / beta): -19.8 / -19.9 eV
spin multiplicity: 4
frontier orbital gap (alpha / beta): 5.83 / 5.12 eV

Löwdin population analysis, charges in e, atoms 1 to 5: 0.15 -0.07 0.01 -0.18 0.06


What is the E in the second record? -4615.68959 Ha


Which formula does entry 1 have? C28H46NO2Si2


Look up the E of the first one. -1878.43929 Ha


Look up the E of the second one. -4615.68959 Ha